The following is a quantum chemistry calculation of an isolated molecule of C26H32F2O4 at a distorted geometry, from OMol25.

Structure (XYZ):
```
64
Properties=species:S:1:pos:R:3:forces:R:3
F -5.04265 -1.43890 1.78283 0.9 0.1 0.3
F -3.76314 4.30273 -0.39153 0.8 -0.2 0.2
O -0.71884 -1.77119 -1.75298 -1.7 -0.1 -0.2
O -1.08043 -0.08089 -0.38665 -0.5 -0.1 0.7
O 1.05893 -1.38600 1.77924 0.6 0.1 -0.4
O 3.02196 -1.35849 0.65852 0.5 0.0 0.8
C -4.09511 -2.77360 4.04517 -0.2 -0.4 0.4
C -0.13075 4.21824 -0.30414 -0.2 -0.1 -0.1
C -1.69513 0.01912 1.84269 -0.2 0.0 0.5
C -3.26632 -1.75208 3.35293 0.0 0.3 -0.3
C -1.00881 2.11376 0.50830 -0.1 0.7 0.2
C 1.12592 -1.01480 -0.60397 -0.3 -0.8 1.0
C 0.08027 2.94181 0.21100 -0.2 -0.3 -0.1
C -3.76296 -1.14767 2.19810 0.2 0.4 0.0
C -3.00791 -0.25762 1.44939 -0.4 -0.4 0.1
C -2.30196 2.63995 0.44367 0.1 0.1 -0.4
C 3.15237 -0.95581 -2.15885 0.1 -0.2 0.1
C -0.25269 -0.99864 -0.81255 1.7 1.2 -0.1
C 4.23449 1.05607 -3.18142 -0.2 0.1 0.0
C -2.20524 -2.83325 -3.15284 -0.2 -0.2 -0.4
C 1.87894 -1.66452 -1.71686 0.5 -0.8 -0.4
C -1.99711 -1.36057 3.79815 -0.1 0.2 -0.1
C 5.09206 -2.04611 1.61869 0.2 -0.1 -0.1
C 2.92496 0.44897 -2.68636 0.1 -0.1 0.0
C -0.77296 0.67531 0.85089 -0.5 0.0 0.0
C -1.70927 5.95778 -1.28696 0.0 0.6 -0.2
C 3.76081 -1.40516 1.90602 -0.5 -0.1 -0.3
C -1.22477 -0.46389 3.06443 0.0 0.2 -0.3
C -1.42539 4.68190 -0.57779 0.0 -0.5 0.2
C -2.47912 3.87120 -0.16632 -0.3 -0.1 0.1
C 1.68082 -1.24814 0.72767 -0.8 0.6 -0.1
C -2.17428 -1.84423 -2.02167 1.0 0.0 -0.1
H -3.56396 -3.14202 4.92396 -0.1 0.0 0.0
H 1.18975 -1.75566 -2.55820 0.4 -0.1 -0.1
H 2.48696 1.06294 -1.88803 0.1 0.0 -0.1
H -2.67880 -2.21525 -1.11943 0.2 0.3 -0.2
H -3.44017 0.18415 0.55183 0.2 -0.4 0.1
H 4.65739 0.45746 -3.99548 0.0 0.1 0.1
H -4.30197 -3.62922 3.39226 0.0 0.2 0.1
H 3.83852 -0.93080 -1.30457 0.0 0.1 -0.4
H -1.99754 5.78986 -2.33246 0.0 -0.1 0.2
H 0.72609 4.84920 -0.54458 -0.3 -0.1 0.0
H -0.22327 -0.16205 3.37437 -0.3 -0.4 0.0
H 5.63611 -1.51407 0.83205 -0.1 -0.1 0.1
H 3.87499 -0.37059 2.25105 -0.1 -0.2 0.1
H -1.68667 -3.75332 -2.87184 -0.1 0.1 0.0
H 3.19024 -1.98313 2.63915 0.1 0.2 -0.1
H 4.96841 1.09482 -2.37011 0.0 0.0 -0.1
H -5.06080 -2.36515 4.36106 0.1 -0.1 0.0
H 1.08729 2.55037 0.37575 -0.3 0.2 -0.2
H -2.53119 6.50553 -0.81610 0.1 -0.1 -0.1
H -0.81915 6.58873 -1.28895 -0.1 0.0 0.0
H -2.54198 -0.85622 -2.32306 0.0 -0.2 0.3
H 2.14451 -2.68455 -1.39417 0.0 0.0 -0.4
H 0.26701 0.55144 1.13535 -0.1 -0.2 -0.1
H 4.07139 2.07127 -3.54802 0.1 0.0 0.0
H -3.15549 2.09696 0.84271 0.2 0.2 -0.3
H 5.70227 -2.03352 2.52289 0.0 0.0 0.0
H 4.96346 -3.09053 1.31551 0.0 0.2 0.0
H -1.57922 -1.78210 4.71659 -0.3 0.1 -0.3
H -3.22334 -3.08674 -3.44375 -0.1 0.0 0.1
H 3.61715 -1.57623 -2.93797 0.0 0.1 0.1
H 2.19052 0.42174 -3.50245 0.1 0.0 0.1
H -1.70518 -2.41858 -4.03216 0.0 0.0 0.1
```
Forces are in eV/Å.

Results
SMILES string: CCCC/C(C(=O)OCC)=C(\OCC)OC(c1ccc(C)c(F)c1)c1ccc(C)c(F)c1
Energy relative to the best compared isomer or geometry (same formula, charge and spin) in kcal/mol: 0.0
Spin multiplicity: 1
LUMO level in hartree: 0.0251
Electronic energy in Ha: -1510.5848

The following is a quantum chemistry calculation of a structure of composition C26H32IInN7OS2 at a distorted geometry, from OMol25.

Structure (XYZ):
```
70
Properties=species:S:1:pos:R:3:forces:R:3
I -1.82840 2.63982 1.32084 -0.1 0.3 -0.7
In 0.53953 0.73182 -0.03830 0.6 0.5 0.2
S 2.92301 1.88691 -0.31212 -0.3 -0.4 0.1
S 1.08343 -4.09093 1.86365 -0.1 -0.1 0.0
O -0.24769 2.06100 -1.66622 0.1 -0.3 0.6
N 5.00946 0.40475 -1.00648 -1.4 0.4 -0.2
N 0.29901 -5.24174 4.09711 -0.8 -0.1 0.5
N 1.27006 3.49567 -2.67959 -2.5 -0.8 0.6
N 3.05012 -0.59587 -1.49482 0.7 -0.6 0.0
N -0.92891 -0.89475 -0.72713 0.3 -1.0 -0.5
N 1.74411 -0.76050 -1.24310 -0.7 0.4 -0.2
N -1.15607 -3.69151 3.20357 0.4 -0.3 -0.1
C -1.24658 3.73493 -4.59535 0.7 0.1 -0.3
C -0.42194 -0.22964 4.29478 -0.9 1.3 -1.6
C 1.81996 -0.89388 3.70351 -1.6 -0.1 0.9
C 3.65711 0.44730 -0.98339 0.0 0.3 0.2
C 1.65858 -0.29031 2.46064 0.3 -0.6 0.4
C -0.00175 3.05390 -2.37019 1.7 1.4 -2.0
C -2.65235 0.46794 4.93678 -0.9 0.7 -1.0
C 0.52686 0.36012 2.09407 -1.1 0.8 -0.4
C 0.74215 -0.91003 4.58884 2.0 -0.3 0.5
C 1.60598 4.59137 -3.56783 -0.7 1.1 0.0
C -2.40517 -3.05926 -1.60537 0.8 0.1 0.9
C -3.00255 -2.09471 -0.79412 1.4 0.2 -1.1
C -1.75213 1.26342 2.85500 1.9 -0.4 -0.5
C -2.21812 -1.00475 -0.41719 -0.2 -0.2 0.3
C -0.52487 0.49261 3.02540 -0.7 -0.5 1.2
C -2.75912 1.27195 3.72508 -2.0 -0.6 1.9
C -1.52218 -0.20283 5.19234 0.8 -0.9 1.2
C -0.29345 4.76086 -5.27946 -0.1 -0.6 2.4
C -0.00223 -4.39135 3.12214 -0.1 1.4 -0.8
C 1.12062 -1.75168 -1.78373 -1.3 0.9 1.0
C 1.15738 4.41058 -5.01192 -0.6 -0.8 -0.4
C -0.33063 -1.90299 -1.43514 0.4 0.9 0.0
C -2.16008 -3.81069 4.22282 -0.2 0.2 -0.5
C -1.03394 -2.99763 -1.89707 -1.0 0.4 -0.5
C 1.75216 -2.72770 -2.64370 0.4 0.2 -1.8
C -1.16134 3.79885 -3.04060 -1.2 -1.0 0.6
H -1.16657 4.84398 -2.66862 0.0 -0.5 -0.3
H 1.18436 -5.67466 4.00353 0.6 -0.5 0.2
H 1.27065 -2.92449 -3.62005 -0.1 0.4 0.5
H 2.74113 -2.37647 -2.83677 0.7 0.1 -0.3
H -2.85387 -4.61437 4.02016 -0.2 -0.4 0.1
H 2.67891 4.69969 -3.51703 0.3 0.0 0.0
H -0.47598 4.91260 -6.30695 -0.3 -0.1 -1.2
H -2.94252 -3.92717 -1.91128 -0.5 -0.3 -0.4
H -0.29043 -5.39887 4.90535 0.3 0.0 -0.3
H 2.03346 3.08870 -2.18200 0.4 -0.6 0.5
H 2.71776 -1.40863 3.94666 0.6 -0.3 0.1
H -1.73700 -3.91213 5.20496 0.2 0.0 0.6
H -1.29073 -2.95621 2.52994 0.3 -0.2 -0.1
H -0.41357 5.72076 -4.78413 -0.6 0.4 -0.1
H -0.60652 -3.67637 -2.64023 0.0 0.0 0.7
H -2.26980 3.95652 -4.89729 -0.1 0.0 0.2
H -4.04598 -2.09597 -0.61767 -0.8 -0.1 0.4
H -3.70911 1.83361 3.54686 1.1 -0.4 0.2
H 1.25992 3.37021 -5.30455 0.5 -0.3 0.0
H 5.53701 1.10808 -0.55296 0.4 0.5 0.2
H -2.64330 -0.21512 0.19732 0.1 0.1 -0.2
H -1.03788 2.68625 -4.94035 -0.1 0.9 0.3
H 1.83407 -3.65771 -2.16720 0.1 -1.5 0.9
H -2.08216 3.26350 -2.63810 1.1 0.9 -0.3
H -1.41389 -0.76513 6.15110 -0.1 0.5 -0.9
H 1.16856 5.53490 -3.16067 0.3 -0.5 -0.3
H 0.86350 -1.36021 5.59421 -0.2 0.1 -0.8
H -2.71543 -2.89021 4.17386 -0.3 0.3 0.3
H 2.43113 -0.41635 1.74557 0.9 0.0 -0.5
H 5.42626 -0.43818 -1.30123 0.6 -0.8 -0.3
H -3.48293 0.37763 5.63375 0.1 0.3 -0.2
H 1.72091 4.98076 -5.71994 0.9 0.5 0.0
```
Forces are in eV/Å.

Results
Charge: +1
Energy relative to the best compared isomer or geometry (same formula, charge and spin) in kcal/mol: 0.0
Spin multiplicity: 1
LUMO level in hartree: -0.1122
Electronic energy in Ha: -2752.5669

The following is a quantum chemistry calculation of a structure of composition C26H32KN3O5S2, from OMol25.

Structure (XYZ):
```
69
Properties=species:S:1:pos:R:3:forces:R:3
K -0.80766 0.47924 -2.24077 0.2 0.7 0.1
S -0.84994 3.39834 -4.33834 0.0 -0.1 0.1
S -1.70360 6.28405 -4.54031 0.0 -0.1 0.0
O 0.42516 5.33287 -3.27436 0.1 0.0 -0.1
O 1.84176 -5.90486 -2.51042 0.0 0.0 0.0
O -1.60916 -1.40155 -3.60813 -0.3 -0.5 -0.2
O -0.34946 -5.58587 -2.93485 0.0 0.0 0.0
O -1.80664 -3.59894 -3.37487 0.0 0.0 -0.1
N -0.57730 0.41127 0.47274 0.0 0.0 0.1
N 1.15044 -1.48155 -3.10537 -0.1 -0.1 0.0
N 2.35862 -3.25801 -2.64431 -0.1 0.0 0.0
C -1.48932 -2.66439 2.60436 0.0 0.0 0.0
C -1.65604 -1.25653 2.02094 0.0 0.0 0.0
C -1.10595 -2.49552 -3.41090 0.2 -0.1 -0.1
C 0.84606 -5.21315 -2.75946 0.0 0.0 -0.1
C -0.82984 3.07344 3.10058 0.0 0.0 0.1
C 0.85486 -0.98790 1.99578 0.0 0.0 0.0
C -0.67783 5.04771 -4.02322 0.0 0.1 0.1
C 2.34569 -1.90838 -2.78298 0.0 0.0 0.0
C -0.81103 2.76549 0.36457 0.0 -0.1 0.0
C 0.81085 6.67510 -3.01992 0.0 -0.1 0.0
C -0.32587 -1.92391 0.04952 0.0 0.0 0.0
C 1.10000 -3.73083 -2.88298 0.1 0.1 0.1
C -0.68699 1.56870 1.14679 0.0 0.0 -0.1
C -0.94535 4.19351 2.29136 0.0 0.0 0.0
C -1.04035 5.21613 -0.02022 0.0 0.0 0.0
C 0.35803 -2.61230 -3.17047 -0.1 0.0 0.0
C -0.17474 -3.34383 0.59379 0.0 0.0 0.0
C 1.09574 -3.42028 1.44290 0.0 0.0 0.0
C 3.54514 -1.05311 -2.57182 0.0 0.0 0.0
C -0.84216 3.22625 4.60390 0.0 0.0 0.0
C -1.38423 -3.68297 1.46734 0.0 0.0 0.0
C -0.93482 4.02457 0.89705 0.0 0.0 0.1
C 1.00488 -2.39798 2.57858 0.0 0.0 0.0
C -0.43826 -0.85845 1.15693 0.0 0.0 0.0
C -0.21336 -2.71876 3.45246 0.0 0.0 0.0
C -0.70279 1.80055 2.55661 0.0 0.0 0.0
H 4.29830 -1.22225 -3.34465 0.0 0.0 0.0
H -1.88018 5.12340 -0.71177 0.0 0.0 0.0
H -0.11283 -4.05472 -0.23528 0.0 0.0 0.0
H 0.87260 -0.25174 2.80017 0.0 0.0 0.0
H 1.91390 -2.44697 3.19003 0.0 0.0 0.0
H -1.81195 -0.53845 2.82661 0.0 0.0 0.0
H 0.43085 7.34851 -3.78426 0.0 0.0 0.0
H 4.00269 -1.24904 -1.60018 0.0 0.0 0.0
H -1.28349 -4.69878 1.86858 0.0 0.0 0.0
H -1.21407 -4.44865 -3.19904 0.0 0.0 0.0
H 0.54095 -1.66296 -0.56660 0.0 0.0 0.0
H -0.80389 2.66989 -0.71764 0.0 0.1 0.0
H -1.16637 6.13949 0.54942 0.0 0.0 0.0
H 1.90191 6.67466 -3.00231 0.0 0.0 0.0
H -0.61846 0.97626 3.25046 0.0 0.0 0.0
H -2.29591 -3.66103 0.86168 0.0 0.0 0.0
H -0.95717 4.27358 4.88970 0.0 0.0 0.0
H -0.28110 -1.99809 4.27573 0.0 0.0 0.0
H 3.11147 -3.88217 -2.40089 0.0 0.0 0.0
H -2.54619 -1.21147 1.38383 0.0 0.0 0.0
H -0.10267 -3.71490 3.89898 0.0 0.0 0.0
H -1.04447 5.18371 2.72565 0.0 0.0 0.0
H 1.69998 -0.75377 1.33817 0.0 0.0 0.0
H -2.35468 -2.90503 3.23311 0.0 0.0 0.0
H 0.43206 6.99439 -2.04617 0.0 0.0 0.0
H 0.08531 2.85467 5.04876 0.0 0.0 0.0
H -0.14764 5.31099 -0.63977 0.0 0.0 0.0
H 1.97210 -3.20867 0.81990 0.0 0.0 0.0
H 1.21988 -4.43310 1.84448 0.0 0.0 0.0
H -1.66326 2.66119 5.05381 0.0 0.0 0.0
H -1.21733 -1.85836 -0.58608 0.0 0.0 0.0
H 3.24510 -0.00870 -2.60695 0.0 0.0 0.0
```
Forces are in eV/Å.

Results
Charge: -2
Energy relative to the best compared isomer or geometry (same formula, charge and spin) in kcal/mol: 11.5
Spin multiplicity: 1
LUMO level in hartree: 0.1520
Electronic energy in Ha: -2946.9686